[1]
Below is a 2-piece molecular cluster, C3H8N3 overall, with properties calculated with ωB97M-V with the def2-TZVPD basis set.

Output
Kohn-Sham gap: 10.25 eV
strongest force on any atom: 4.14 eV/A
relative energy (zero: lowest compared OMol25 entry of this formula, charge and spin): 2.2322 eV
HOMO: -13.40 eV
electronic energy: -7703.0463 eV

```
! RIJCOSX wB97M-V def2-TZVPD def2/J DEFGRID3
* xyz 1 1
C -2.567 0.459 0.747
C -2.022 -0.304 -0.110
C 1.876 0.055 0.368
N 0.845 -0.718 0.419
N 2.140 0.852 -0.615
N -1.424 -1.036 -0.874
H -3.406 0.160 1.388
H -2.052 1.414 0.804
H 2.624 0.141 1.084
H 0.822 -1.502 1.105
H 0.054 -0.818 -0.350
H 1.695 1.167 -1.474
H 3.070 1.285 -0.663
H -1.655 -1.156 -1.829
*
```

Atomic partial charges in e from the Mulliken method, atoms 1 to 5:
1. C -0.775
2. C 0.561
3. C 0.201
4. N -0.307
5. N -0.332


[2]
Below is a 2-piece molecular cluster, C3H8N3 overall, with properties calculated with ωB97M-V with the def2-TZVPD basis set.

Output
Kohn-Sham gap (spin up / spin down): 10.02 / 8.29 eV
strongest force on any atom: 6.41 eV/A
relative energy (zero: lowest compared OMol25 entry of this formula, charge and spin): 9.3706 eV
HOMO (spin up / spin down): -14.50 / -14.89 eV
electronic energy: -7695.9079 eV

```
! RIJCOSX wB97M-V def2-TZVPD def2/J DEFGRID3
* xyz 1 1
C 0.212 -1.258 0.808
C 1.360 -1.572 -0.117
C -0.493 0.059 -1.264
N 0.538 0.779 -0.752
N -1.355 2.554 1.227
N 0.422 -0.534 -0.413
H -0.592 -1.984 0.881
H 0.405 -0.584 1.629
H 2.367 -1.244 0.210
H 1.304 -2.496 -0.736
H -1.435 0.495 -0.713
H -0.456 -0.006 -2.317
H -0.331 2.732 0.851
H -1.947 3.061 0.709
*
```

Atomic partial charges in e from the Mulliken method, atoms 1 to 5:
1. C -0.443
2. C -0.230
3. C -0.111
4. N -0.567
5. N -0.476


[3]
Below is a 2-piece molecular cluster, C3H8N3 overall, with properties calculated with ωB97M-V with the def2-TZVPD basis set.

Output
Kohn-Sham gap (spin up / spin down): 6.73 / 7.29 eV
strongest force on any atom: 6.66 eV/A
relative energy (zero: lowest compared OMol25 entry of this formula, charge and spin): 3.1338 eV
HOMO (spin up / spin down): -10.55 / -15.12 eV
electronic energy: -7696.9268 eV

```
! RIJCOSX wB97M-V def2-TZVPD def2/J DEFGRID3
* xyz 1 3
C -1.981 -0.104 -0.526
C -1.115 0.274 0.556
C 1.529 -0.027 -0.469
N -1.233 -1.065 -0.136
N 1.316 -1.264 -0.072
N 0.094 1.081 0.418
H -2.890 0.141 -1.167
H -1.494 0.240 1.574
H 1.052 0.055 -1.420
H 2.421 0.480 -0.210
H 1.606 -1.506 0.865
H 0.374 -1.650 -0.321
H 0.049 1.641 -0.372
H 0.271 1.704 1.278
*
```

Atomic partial charges in e from the Mulliken method, atoms 1 to 5:
1. C -0.637
2. C 0.326
3. C -0.371
4. N -0.444
5. N -0.306


[4]
Below is an isolated ion of composition C3H8N3O and charge +1, with properties calculated with ωB97M-V with the def2-TZVPD basis set.

Output
Kohn-Sham gap: 10.87 eV
SMILES: [NH3+]N1CC=N[C@H]1O
strongest force on any atom: 0.92 eV/A
relative energy (zero: lowest compared OMol25 entry of this formula, charge and spin): 2.4461 eV
HOMO: -14.76 eV
electronic energy: -9750.0179 eV

```
! RIJCOSX wB97M-V def2-TZVPD def2/J DEFGRID3
* xyz 1 1
C -1.069 -1.548 0.047
C 0.398 -1.269 0.275
C -0.922 0.618 -0.332
N -1.750 -0.537 -0.257
N 0.359 0.183 0.337
N 1.497 0.910 -0.108
O -1.376 1.754 0.262
H -1.509 -2.527 0.128
H 0.759 -1.700 1.211
H 0.991 -1.657 -0.565
H -0.740 0.860 -1.397
H 1.796 0.706 -1.090
H 2.293 0.742 0.529
H 1.238 1.914 -0.040
H -1.967 1.552 1.000
*
```

Atomic partial charges in e from the Mulliken method, atoms 1 to 5:
1. C -0.137
2. C -0.473
3. C -0.025
4. N -0.478
5. N -0.074


[5]
Below is C3H8N3O as an isolated structure, with properties calculated with ωB97M-V with the def2-TZVPD basis set.

Output
Kohn-Sham gap: 8.96 eV
strongest force on any atom: 4.46 eV/A
relative energy (zero: lowest compared OMol25 entry of this formula, charge and spin): 4.2712 eV
HOMO: -12.92 eV
electronic energy: -9748.1927 eV

```
! RIJCOSX wB97M-V def2-TZVPD def2/J DEFGRID3
* xyz 1 1
C 0.719 0.090 -0.073
C 0.527 2.254 -2.043
C -0.220 0.326 1.242
N -0.434 1.268 -1.885
N -0.574 0.214 -1.378
N -1.261 -0.370 1.055
O -0.202 1.047 2.370
H 0.863 -0.946 -0.019
H 1.601 0.701 -0.323
H 0.754 2.783 -1.113
H 1.428 1.837 -2.411
H -2.030 -0.633 1.638
H -1.393 -0.798 0.081
H 0.068 2.966 -2.674
H 0.651 1.459 2.582
*
```

Atomic partial charges in e from the Mulliken method, atoms 1 to 5:
1. C -0.852
2. C -0.772
3. C 0.623
4. N -0.095
5. N -0.098


[6]
Below is an isolated ion of composition C3H8N3O and charge +1, with properties calculated with ωB97M-V with the def2-TZVPD basis set.

Output
Kohn-Sham gap: 11.27 eV
SMILES: C1C[N@+]2(CN1)NO2
strongest force on any atom: 5.09 eV/A
relative energy (zero: lowest compared OMol25 entry of this formula, charge and spin): 7.2735 eV
HOMO: -14.76 eV
electronic energy: -9745.1904 eV

```
! RIJCOSX wB97M-V def2-TZVPD def2/J DEFGRID3
* xyz 1 1
C 1.281 0.334 0.170
C -0.009 1.041 0.236
C -0.375 -1.405 0.368
N 0.810 -1.043 -0.152
N -2.309 -0.116 -0.749
N -1.204 -0.080 0.137
O -2.476 0.135 0.665
H 2.021 0.575 -0.597
H 1.796 0.146 1.147
H -0.128 1.701 1.075
H -0.089 1.607 -0.598
H -0.768 -2.360 -0.064
H -0.510 -1.621 1.467
H 0.788 -1.155 -1.238
H -2.445 0.679 -1.356
*
```

Atomic partial charges in e from the Mulliken method, atoms 1 to 5:
1. C -0.350
2. C -0.420
3. C -0.421
4. N -0.339
5. N -0.550


[7]
Below is an isolated ion of composition C3H8N3O and charge +1, with properties calculated with ωB97M-V with the def2-TZVPD basis set.

Output
Kohn-Sham gap: 10.01 eV
SMILES: [NH3+][C@H]1CNC(=O)N1
strongest force on any atom: 4.07 eV/A
relative energy (zero: lowest compared OMol25 entry of this formula, charge and spin): 1.3289 eV
HOMO: -13.94 eV
electronic energy: -9751.1350 eV

```
! RIJCOSX wB97M-V def2-TZVPD def2/J DEFGRID3
* xyz 1 1
C -1.725 -0.113 0.015
C 0.077 1.319 0.316
C 0.554 -0.280 0.502
N -1.222 1.112 -0.264
N -0.682 -0.934 0.535
N 1.497 -0.930 -0.657
O -2.830 -0.523 -0.172
H -0.116 1.948 1.188
H 0.874 1.866 -0.256
H 1.196 -0.466 1.450
H -1.674 1.943 -0.809
H -0.841 -1.740 1.117
H 0.971 -0.933 -1.562
H 1.579 -1.866 -0.319
H 2.344 -0.403 -1.084
*
```

Atomic partial charges in e from the Mulliken method, atoms 1 to 5:
1. C 0.281
2. C -0.468
3. C -0.159
4. N -0.180
5. N -0.152


[8]
Below is a 2-piece molecular cluster, C3H8N3O2 overall, with properties calculated with ωB97M-V with the def2-TZVPD basis set.

Output
Kohn-Sham gap (spin up / spin down): 6.94 / 6.83 eV
strongest force on any atom: 4.36 eV/A
relative energy (zero: lowest compared OMol25 entry of this formula, charge and spin): 2.1645 eV
HOMO (spin up / spin down): -10.30 / -14.40 eV
electronic energy: -11791.7730 eV

```
! RIJCOSX wB97M-V def2-TZVPD def2/J DEFGRID3
* xyz 1 3
C 1.243 0.212 -0.180
C -0.894 0.614 0.142
C -2.973 -0.556 0.016
N 1.907 -0.710 0.400
N -1.548 -0.493 -0.098
N 1.754 1.213 -0.864
O -0.982 1.736 0.494
O 3.377 -0.624 0.382
H -3.289 0.328 0.467
H -3.601 -0.945 -0.835
H -3.267 -1.157 0.975
H 1.641 -1.656 0.715
H -1.045 -1.308 -0.560
H 1.322 2.064 -1.114
H 2.752 1.471 -1.175
H 3.601 -0.190 1.235
*
```

Atomic partial charges in e from the Mulliken method, atoms 1 to 5:
1. C 0.355
2. C 0.501
3. C -0.866
4. N -0.047
5. N -0.174


[9]
Below is an isolated ion of composition C3H8N3S and charge +1, with properties calculated with ωB97M-V with the def2-TZVPD basis set.

Output
Kohn-Sham gap: 9.20 eV
strongest force on any atom: 4.04 eV/A
relative energy (zero: lowest compared OMol25 entry of this formula, charge and spin): 5.3933 eV
HOMO: -13.46 eV
electronic energy: -18534.1124 eV

```
! RIJCOSX wB97M-V def2-TZVPD def2/J DEFGRID3
* xyz 1 1
C -0.287 -1.499 -1.287
C -0.566 0.075 -1.337
C -0.693 0.251 1.001
N -0.255 -2.231 -0.327
N -0.039 0.657 -0.044
N 1.251 1.327 0.007
S 0.256 0.939 2.387
H -0.180 -1.828 -2.280
H -0.069 0.544 -2.116
H -1.616 0.131 -1.435
H -0.594 -1.875 0.601
H 1.194 1.961 -0.812
H 1.910 0.567 -0.271
H -0.830 1.169 3.003
H 0.518 -0.186 2.910
*
```

Atomic partial charges in e from the Mulliken method, atoms 1 to 5:
1. C 0.023
2. C -0.525
3. C -0.371
4. N -0.552
5. N 0.388


[10]
Below is an isolated ion of composition C3H8N3S and charge +1, with properties calculated with ωB97M-V with the def2-TZVPD basis set.

Output
Kohn-Sham gap (spin up / spin down): 6.12 / 6.80 eV
strongest force on any atom: 6.46 eV/A
relative energy (zero: lowest compared OMol25 entry of this formula, charge and spin): 4.1804 eV
HOMO (spin up / spin down): -9.66 / -13.57 eV
electronic energy: -18531.6579 eV

```
! RIJCOSX wB97M-V def2-TZVPD def2/J DEFGRID3
* xyz 1 3
C 1.485 -0.392 -1.517
C 0.916 0.075 0.967
C -1.514 0.521 1.115
N 1.642 -0.499 -2.701
N -0.499 -0.011 -0.842
N -0.478 -0.322 0.434
S 2.213 -0.483 -0.003
H 1.012 1.132 0.837
H 0.985 -0.178 2.075
H -1.500 0.379 2.279
H -1.154 1.585 0.828
H -2.540 0.396 0.713
H 1.306 -0.422 -3.717
H -1.305 -0.398 -1.312
H -0.572 -1.382 0.844
*
```

Atomic partial charges in e from the Mulliken method, atoms 1 to 5:
1. C 0.272
2. C -0.408
3. C -0.688
4. N -0.356
5. N -0.515


[11]
Below is one molecule with the formula C3H8N4, with properties calculated with ωB97M-V with the def2-TZVPD basis set.

Output
Kohn-Sham gap: 9.68 eV
SMILES: [H]/N=C(\N)N(C)N=C
strongest force on any atom: 3.11 eV/A
relative energy (zero: lowest compared OMol25 entry of this formula, charge and spin): 2.0268 eV
HOMO: -8.67 eV
electronic energy: -9199.6066 eV

```
! RIJCOSX wB97M-V def2-TZVPD def2/J DEFGRID3
* xyz 0 1
C 1.245 -0.853 -0.215
C 1.432 1.759 0.042
C -1.170 -0.639 0.021
H 2.008 -0.733 0.568
H 0.883 -1.925 -0.391
H 1.839 -0.527 -1.131
H 1.446 2.815 0.337
H 2.408 1.266 -0.280
H -2.883 -0.015 0.758
H -1.816 1.228 0.597
H -2.295 -2.068 -0.327
N 0.080 -0.066 -0.071
N 0.280 1.280 0.193
N -2.127 0.338 0.207
N -1.329 -1.860 -0.308
*
```

Atomic partial charges in e from the Mulliken method, atoms 1 to 5:
1. C -1.131
2. C -0.303
3. C 0.572
4. H 0.329
5. H 0.397


[12]
Below is one molecule with the formula C3H8N4, with properties calculated with ωB97M-V with the def2-TZVPD basis set.

Output
Kohn-Sham gap: 8.34 eV
SMILES: C=NNNC(=C)N
strongest force on any atom: 6.75 eV/A
relative energy (zero: lowest compared OMol25 entry of this formula, charge and spin): 6.6345 eV
HOMO: -7.75 eV
electronic energy: -9194.9989 eV

```
! RIJCOSX wB97M-V def2-TZVPD def2/J DEFGRID3
* xyz 0 1
N -0.352 0.621 -0.194
N -0.266 -0.752 -0.233
C 1.119 -0.697 0.094
N 1.468 -1.343 1.269
C -2.712 1.602 0.141
C 2.054 -0.518 -0.879
N -2.043 0.611 -0.273
H -0.145 1.057 -1.099
H -0.940 -1.489 -0.378
H 0.729 -1.292 1.959
H 2.369 -1.050 1.626
H -3.700 1.451 0.609
H -2.461 2.652 -0.097
H 3.072 -0.858 -0.751
H 1.807 0.004 -1.794
*
```

Atomic partial charges in e from the Mulliken method, atoms 1 to 5:
1. N -0.289
2. N -0.112
3. C 0.646
4. N -0.501
5. C -0.261